# 1
{"formula": "C13H27INO8S2", "method": "wB97M-V/def2-TZVPD", "elements": ["C", "C", "C", "O", "O", "C", "C", "C", "C", "C", "C", "S", "O", "O", "N", "S", "O", "O", "I", "H", "H", "H", "H", "H", "H", "H", "H", "H", "H", "H", "H", "H", "H", "H", "C", "C", "O", "H", "H", "H", "H", "H", "H", "C", "C", "O", "H", "H", "H", "H", "H", "H"], "positions_angstrom": [[2.53020, -0.99411, -1.02832], [3.43287, 0.05098, -1.05777], [2.83123, 1.40681, -0.94467], [2.95026, 2.14714, -1.89937], [2.14543, 1.66317, 0.17343], [1.41246, 2.88753, 0.18107], [0.00654, 2.81016, -0.45765], [-0.42787, 1.43472, -0.98480], [-1.14040, 1.55447, -2.36243], [-2.44663, 0.74643, -2.39495], [-3.56284, 1.43302, -1.59965], [-4.08212, 0.59689, -0.09740], [-5.43094, 1.06872, 0.12554], [-3.17399, 0.98745, 0.96313], [-4.15847, -0.99228, -0.40574], [-2.96972, -1.89253, 0.17732], [-3.24573, -3.25268, -0.20717], [-1.63626, -1.45795, -0.16700], [-3.08596, -1.95171, 2.61085], [2.07594, -1.28850, -0.08646], [2.21965, -1.54910, -1.90704], [4.50166, -0.06043, -1.15672], [1.30566, 3.15515, 1.22762], [1.96550, 3.70677, -0.26805], [-0.71460, 3.10053, 0.30386], [-0.06012, 3.55278, -1.24814], [-1.13507, 0.96209, -0.31575], [0.39288, 0.74251, -1.13675], [-0.47736, 1.21080, -3.15445], [-1.41281, 2.58839, -2.57652], [-2.28753, -0.28459, -2.10010], [-2.74908, 0.71634, -3.44389], [-3.30949, 2.45337, -1.32835], [-4.45660, 1.47943, -2.21427], [6.19916, -3.00124, -4.38207], [5.18396, -3.03694, -3.25331], [5.06612, -1.77098, -2.61446], [7.17617, -2.69852, -4.00378], [6.29373, -3.97917, -4.85737], [5.90479, -2.27384, -5.14216], [5.48858, -3.74865, -2.48754], [4.20197, -3.33976, -3.63240], [4.78196, -1.12888, -3.27267], [-2.52106, 0.40999, 7.02547], [-3.49621, -0.73644, 6.83215], [-2.82713, -1.92701, 6.42896], [-1.97357, 0.59844, 6.10205], [-3.04136, 1.32343, 7.31857], [-1.78622, 0.16600, 7.79779], [-4.21335, -0.49851, 6.04868], [-4.04926, -0.93015, 7.75902], [-2.19499, -2.15957, 7.11365]], "forces_ev_per_a": [[0.4, 0.2, 0.2], [-0.6, -0.5, 0.7], [0.6, 0.0, 1.2], [-0.1, -0.2, 0.6], [0.2, 0.2, -0.4], [-0.8, 0.7, 0.3], [0.2, -0.5, 0.3], [-0.4, 0.5, -1.1], [-0.3, -0.5, 0.7], [0.4, 0.7, -0.7], [0.0, -0.9, -0.5], [-1.1, 0.9, 0.8], [-0.2, -0.2, -0.4], [0.6, -0.5, -0.3], [1.0, 0.5, 0.8], [-0.1, -0.8, -1.7], [-0.3, -0.1, 0.3], [0.0, 0.5, 0.5], [0.0, 0.1, 0.3], [-1.8, 1.3, -0.3], [1.4, -1.3, 0.2], [0.0, 0.4, -2.1], [0.1, -0.3, 0.2], [0.4, -0.2, -0.3], [-0.1, 0.1, 0.0], [0.1, 0.0, -0.2], [0.2, 0.0, 0.4], [0.1, 0.0, 0.3], [0.1, 0.1, -0.1], [0.2, 0.2, -0.1], [0.0, -0.1, 0.2], [-0.2, -0.1, 0.0], [0.1, 0.1, 0.3], [-0.2, 0.0, 0.1], [0.0, 0.0, 0.0], [-0.1, 0.3, -0.2], [0.2, -0.3, 0.0], [0.0, 0.0, 0.0], [0.0, 0.0, 0.0], [0.0, -0.1, 0.0], [0.0, 0.0, 0.1], [0.0, -0.1, 0.0], [-0.1, 0.1, 0.0], [0.0, 0.0, -0.1], [0.2, -0.1, 0.2], [-0.2, 0.0, -0.1], [-0.1, 0.0, 0.0], [0.0, 0.0, 0.0], [-0.1, 0.0, 0.1], [0.0, -0.1, -0.1], [-0.1, 0.1, 0.0], [0.1, 0.0, 0.0]], "nbo_charge": [-0.32, -0.31, 0.75, -0.60, -0.49, -0.08, -0.43, -0.42, -0.37, -0.42, -0.67, 2.29, -0.99, -0.99, -1.18, 2.12, -0.96, -0.96, -0.14, 0.22, 0.20, 0.23, 0.18, 0.19, 0.22, 0.20, 0.26, 0.20, 0.20, 0.18, 0.24, 0.19, 0.23, 0.24, -0.63, -0.06, -0.72, 0.21, 0.21, 0.20, 0.18, 0.16, 0.47, -0.63, -0.06, -0.71, 0.22, 0.21, 0.19, 0.19, 0.14, 0.45], "energy_ha": -2262.199990, "homo_lumo_gap_ha": 0.2898, "largest_force_ev_per_a": 2.2, "total_charge": -1, "relative_energy_ev": 1.110, "mol_weight_g_mol": 516.40, "multiplicity": 1}

# 2
{"formula": "C13H27N2O2", "method": "wB97M-V/def2-TZVPD", "elements": ["C", "C", "N", "C", "N", "C", "C", "C", "C", "H", "H", "H", "H", "H", "H", "H", "H", "H", "H", "H", "C", "C", "C", "O", "H", "H", "H", "H", "H", "H", "H", "H", "C", "C", "C", "O", "H", "H", "H", "H", "H", "H", "H", "H"], "positions_angstrom": [[3.21146, -4.77100, 2.88308], [2.61126, -4.63477, 1.55609], [1.31356, -3.87781, 1.54683], [0.99242, -2.59316, 0.97062], [-0.36300, -2.22649, 1.22999], [-1.06078, -3.23421, 2.01860], [0.06219, -4.29437, 2.20047], [-0.25861, -5.62490, 3.04302], [0.21992, -6.98567, 2.33125], [3.22628, -5.76957, 3.44369], [3.60300, -3.77871, 3.33121], [3.10334, -5.03875, 0.60326], [1.74149, -1.95926, 0.39805], [-0.73796, -1.33190, 0.87617], [-2.13108, -3.20988, 2.40483], [-1.41474, -5.68040, 3.09530], [0.10150, -5.52396, 4.13795], [0.26342, -7.88680, 3.05434], [1.24325, -6.93045, 1.82747], [-0.54695, -7.20639, 1.49834], [0.26584, 1.44573, -2.22242], [0.06728, 2.02296, -0.83004], [1.23942, 2.89971, -0.42238], [-0.07763, 0.95589, 0.11075], [1.16235, 0.81757, -2.26067], [-0.57899, 0.80802, -2.49836], [0.36351, 2.23847, -2.96794], [-0.85598, 2.60797, -0.80265], [2.16956, 2.32208, -0.39863], [1.08900, 3.29858, 0.58462], [1.36538, 3.73567, -1.11458], [0.73555, 0.43373, 0.09322], [-1.16765, 6.23892, -1.46690], [-1.45231, 5.76326, -2.88288], [-2.94006, 5.80687, -3.19296], [-0.97386, 4.42766, -3.03971], [-1.66544, 5.59748, -0.73186], [-0.09599, 6.19148, -1.25388], [-1.50808, 7.26694, -1.31975], [-0.90970, 6.38896, -3.59670], [-3.49916, 5.15061, -2.51776], [-3.13101, 5.45168, -4.20918], [-3.33361, 6.82202, -3.09766], [-1.44838, 3.86622, -2.41220]], "forces_ev_per_a": [[-1.2, 0.9, -2.0], [0.7, -0.7, 2.4], [-2.8, 3.8, -0.6], [-1.8, -1.1, 1.1], [2.6, -2.5, 0.5], [6.0, -1.9, -1.0], [-2.9, 1.5, 0.5], [0.0, 0.1, -0.3], [-0.3, -0.3, -0.4], [1.6, 1.3, -1.5], [-2.1, -1.6, 0.3], [-2.0, -0.2, 1.4], [-1.3, -1.0, 0.9], [0.2, -0.5, 0.3], [1.9, 0.1, -0.8], [2.0, 0.3, 0.0], [-0.3, -0.1, -1.9], [-0.3, 1.7, -1.1], [-1.4, 0.2, 0.8], [1.3, 0.2, 1.3], [-0.3, -0.1, -0.2], [0.8, 0.0, -0.6], [-0.1, 0.2, 0.3], [-0.4, -0.7, 0.5], [0.1, 0.1, 0.1], [0.0, 0.1, 0.0], [0.0, -0.1, 0.1], [0.0, -0.2, 0.3], [-0.1, 0.0, -0.2], [0.0, 0.0, -0.1], [0.0, -0.1, 0.0], [0.0, 0.4, -0.1], [0.3, 0.1, 0.1], [-0.5, -0.1, 0.5], [-0.1, 0.1, -0.3], [0.3, -0.2, -0.2], [-0.1, 0.1, -0.1], [-0.1, 0.1, -0.1], [0.0, -0.1, 0.0], [0.1, -0.3, 0.0], [0.1, 0.1, 0.1], [0.1, 0.1, 0.1], [0.0, -0.1, 0.0], [0.0, 0.2, -0.2]], "nbo_charge": [-0.32, -0.07, -0.39, 0.24, -0.48, -0.07, 0.22, -0.45, -0.63, 0.25, 0.23, 0.26, 0.26, 0.48, 0.29, 0.25, 0.25, 0.25, 0.22, 0.23, -0.64, 0.10, -0.64, -0.74, 0.19, 0.21, 0.25, 0.17, 0.19, 0.22, 0.24, 0.44, -0.63, 0.09, -0.63, -0.73, 0.19, 0.21, 0.22, 0.18, 0.20, 0.22, 0.22, 0.45], "energy_ha": -771.066999, "homo_lumo_gap_ha": 0.2667, "largest_force_ev_per_a": 6.4, "total_charge": 1, "mol_weight_g_mol": 243.37, "multiplicity": 1}

# 3
{"formula": "C13H27N3P2PtS2", "method": "wB97M-V/def2-TZVPD", "elements": ["Pt", "N", "N", "C", "N", "S", "H", "H", "H", "H", "H", "C", "P", "C", "C", "C", "C", "C", "C", "C", "P", "C", "C", "H", "H", "H", "H", "H", "H", "H", "H", "H", "H", "H", "H", "H", "H", "H", "H", "C", "S", "C", "H", "H", "H", "H", "H", "H"], "positions_angstrom": [[0.52606, -0.53264, -0.80910], [2.97086, -0.66804, -0.76600], [3.50566, -0.62764, 0.52870], [2.75536, -0.77764, 1.63470], [3.37796, -0.85484, 2.80730], [1.06656, -0.86154, 1.62530], [3.18556, -1.55474, -1.23040], [3.35496, 0.08776, -1.33450], [4.51556, -0.68424, 0.64100], [4.38226, -0.81274, 2.90280], [2.82786, -0.88314, 3.65210], [-2.98034, -1.46394, -0.41100], [-1.80374, -0.13754, -0.81190], [-2.60654, 0.71586, -2.21450], [-1.84604, 1.07736, 0.54780], [-2.84504, 1.06706, 1.51320], [-2.83654, 1.98886, 2.54800], [-1.82864, 2.93536, 2.61800], [-0.82424, 2.95406, 1.66380], [-0.81724, 2.02776, 0.62950], [0.51816, 2.01096, -0.61270], [0.03286, 3.36806, -1.74810], [1.96376, 2.77926, 0.20940], [-3.99314, -1.06624, -0.34510], [-2.70264, -1.94454, 0.52640], [-2.94714, -2.19294, -1.22110], [-3.54234, 1.15346, -1.86670], [-2.81524, 0.00076, -3.00760], [-1.96934, 1.50106, -2.61020], [-3.63354, 0.33316, 1.46180], [-3.60924, 1.95696, 3.30110], [-1.81164, 3.64906, 3.42600], [-0.03764, 3.68786, 1.73560], [-0.08764, 4.26756, -1.14330], [-0.89954, 3.17416, -2.27250], [0.81966, 3.52096, -2.48470], [1.75856, 3.82146, 0.44770], [2.80886, 2.75226, -0.47680], [2.22406, 2.24516, 1.11970], [0.08546, -4.18464, -2.47080], [1.04586, -3.21724, -1.27630], [0.77406, -4.22484, 0.20830], [0.60316, -5.13214, -2.60490], [0.06546, -3.64064, -3.40980], [-0.92254, -4.35174, -2.10280], [-0.27724, -4.47574, 0.30130], [1.09686, -3.66024, 1.07620], [1.37156, -5.12654, 0.10490]], "forces_ev_per_a": [[-0.2, 1.0, -0.5], [-0.8, 0.0, -0.3], [0.8, 0.0, 0.0], [-1.1, -0.1, 0.3], [0.5, 0.1, -0.1], [0.2, 0.0, 0.5], [0.0, 0.1, 0.2], [0.0, -0.1, 0.3], [-0.2, 0.0, -0.4], [0.0, 0.0, 0.0], [0.0, -0.1, -0.1], [0.6, -0.1, -0.1], [1.1, 0.5, 0.1], [0.3, -0.3, 0.1], [0.1, -0.1, 0.0], [0.0, -0.1, -0.2], [0.1, 0.1, 0.0], [-0.1, -0.1, 0.1], [0.0, -0.1, -0.2], [0.0, 0.0, 0.0], [-0.8, -1.0, 0.5], [0.2, -0.5, -0.3], [0.0, -0.6, -0.2], [0.1, 0.1, 0.0], [0.0, 0.0, 0.0], [0.0, 0.0, 0.0], [0.0, 0.0, 0.1], [0.0, 0.0, -0.1], [0.0, -0.1, 0.0], [-0.1, -0.1, 0.1], [-0.1, 0.0, 0.0], [0.0, 0.1, 0.1], [0.1, 0.1, 0.1], [0.0, 0.0, 0.0], [0.0, 0.0, 0.1], [0.0, 0.1, -0.1], [-0.1, 0.0, -0.1], [0.1, 0.1, 0.0], [0.0, -0.1, 0.0], [0.2, 0.1, 0.1], [-0.5, 0.9, 0.2], [0.1, 0.2, -0.3], [-0.1, 0.0, 0.0], [0.0, 0.0, 0.0], [0.0, 0.0, 0.0], [-0.1, 0.0, 0.0], [0.0, 0.1, 0.0], [0.0, -0.1, 0.0]], "nbo_charge": [0.42, -0.63, -0.44, 0.31, -0.75, -0.29, 0.41, 0.40, 0.41, 0.41, 0.44, -0.96, 1.16, -0.95, -0.42, -0.18, -0.17, -0.16, -0.21, -0.26, 1.02, -0.93, -0.95, 0.27, 0.27, 0.27, 0.27, 0.27, 0.25, 0.23, 0.25, 0.24, 0.22, 0.26, 0.25, 0.26, 0.27, 0.25, 0.26, -0.73, 0.25, -0.73, 0.25, 0.25, 0.23, 0.23, 0.25, 0.25], "energy_ha": -2273.743417, "homo_lumo_gap_ha": [0.2366, 0.2365], "largest_force_ev_per_a": 1.4, "total_charge": 2, "relative_energy_ev": 2.320, "mol_weight_g_mol": 546.54, "multiplicity": 1}

# 4
{"formula": "C13H28AlNO3P2", "method": "wB97M-V/def2-TZVPD", "elements": ["C", "C", "N", "C", "C", "C", "C", "P", "Al", "P", "C", "O", "O", "H", "H", "H", "C", "C", "H", "H", "H", "H", "C", "C", "H", "H", "H", "H", "H", "H", "H", "H", "H", "H", "H", "H", "H", "H", "H", "H", "H", "H", "C", "C", "O", "H", "H", "H"], "positions_angstrom": [[0.96262, -1.30406, -3.10874], [1.00274, -1.11109, -1.72108], [-0.14318, -1.29839, -0.98434], [-1.33610, -1.40296, -1.60243], [-1.41946, -1.50679, -2.98402], [-0.25070, -1.50173, -3.74943], [2.18603, -0.53250, -1.08399], [2.17487, -0.52025, 0.70590], [-0.06890, -1.20208, 1.03984], [-2.25148, -0.47721, 0.85897], [-2.57220, -1.35600, -0.73135], [1.90328, 1.77667, -2.10729], [-0.49270, 2.57216, -1.71754], [1.90788, -1.23606, -3.65619], [-2.41730, -1.58016, -3.40883], [-0.30906, -1.60474, -4.83323], [3.24947, -1.85818, 1.29329], [3.00352, 0.97960, 1.29913], [-3.36856, -0.81387, -1.26105], [-2.92105, -2.37170, -0.47477], [2.06382, 0.87507, -1.56260], [3.15811, -0.81811, -1.54636], [-3.58284, -1.00921, 1.97627], [-2.71490, 1.22168, 0.40902], [0.44723, 2.75562, -0.21155], [-0.52423, 3.54509, -1.80013], [0.45606, 2.27352, -2.03369], [2.50184, 1.71504, -2.88031], [-0.01272, -2.64023, 1.73426], [0.79151, 2.40359, 0.40334], [4.23508, -1.81937, 0.81401], [3.36433, -1.73999, 2.37752], [2.77358, -2.82467, 1.10083], [4.09458, 0.87312, 1.20997], [2.69360, 1.86091, 0.72902], [2.75468, 1.14506, 2.35378], [-3.62862, 1.19428, -0.20105], [-2.91503, 1.83464, 1.29887], [-1.93270, 1.70666, -0.19152], [-4.57769, -0.80819, 1.55211], [-3.48336, -2.08317, 2.17119], [-3.48726, -0.48449, 2.93609], [-0.42892, 1.57869, 2.81309], [0.11499, 0.20057, 2.67516], [0.71469, -0.43854, 3.53389], [-0.38235, 2.14191, 1.87031], [0.15630, 2.11463, 3.58088], [-1.48948, 1.57520, 3.11474]], "forces_ev_per_a": [[-0.3, -0.3, -0.9], [0.8, 0.6, 1.1], [0.1, 0.6, 0.1], [0.2, 0.0, -0.7], [-0.7, 0.0, 0.7], [0.6, 0.1, 0.4], [0.3, -2.1, 0.4], [0.5, -0.7, -1.3], [1.3, 1.1, 1.7], [-1.7, 0.0, -1.1], [-0.6, -0.1, 0.0], [1.0, 0.4, -0.9], [0.5, 0.4, -1.2], [-0.5, 0.0, 0.1], [0.3, 0.0, -0.2], [0.1, 0.0, 0.3], [0.4, 0.0, 0.3], [0.2, 0.3, 0.2], [0.1, -0.4, 0.0], [0.1, 0.3, -0.2], [-0.2, 0.5, -0.5], [-0.7, 0.3, 0.0], [-0.2, -0.2, 0.1], [-0.1, 0.5, 0.0], [0.7, -0.8, 1.5], [0.1, -0.8, -0.1], [-1.3, 0.6, 0.4], [-0.6, 0.1, 0.6], [-0.2, 0.0, -0.4], [-0.3, 0.8, -0.7], [-0.1, 0.0, 0.1], [0.0, -0.1, -0.1], [0.1, 0.2, 0.0], [-0.3, 0.0, 0.0], [0.0, -0.3, 0.0], [0.1, -0.1, -0.1], [0.1, -0.1, 0.2], [0.1, -0.2, -0.2], [-0.1, -0.2, 0.1], [0.3, 0.0, 0.1], [0.0, 0.2, 0.0], [0.0, -0.1, -0.2], [0.3, 1.1, 1.0], [-0.8, -2.3, -1.8], [0.3, 1.2, 0.9], [0.0, -0.4, 0.3], [-0.3, 0.1, -0.1], [0.3, -0.2, 0.1]], "nbo_charge": [-0.27, 0.30, -0.66, 0.27, -0.30, -0.12, -0.93, 0.94, 1.02, 0.91, -0.75, -1.02, -1.01, 0.22, 0.22, 0.22, -0.94, -0.95, 0.24, 0.26, 0.47, 0.23, -0.93, -0.96, 0.07, 0.47, 0.52, 0.47, -0.32, -0.11, 0.22, 0.25, 0.25, 0.24, 0.27, 0.25, 0.23, 0.25, 0.30, 0.24, 0.25, 0.25, -0.77, 0.17, -0.64, 0.24, 0.22, 0.22], "energy_ha": -1717.698789, "homo_lumo_gap_ha": 0.2489, "largest_force_ev_per_a": 3.1, "mol_weight_g_mol": 335.30, "multiplicity": 1}